The following is a quantum chemistry calculation of a molecular structure, C48H52AlAsN5O2S, from the Open Molecules 2025 dataset.

The energy comes out at -140435.0158 eV. Its gap between HOMO and LUMO is 6.431 eV. The total charge is +1.

Last column: Mulliken charge in e.
Atoms and positions in Å:
Al  -0.615  0.176  0.736  -2.041
C  0.198  2.100  -1.702  -1.260
O  0.434  0.871  -0.958  0.894
C  0.950  -0.161  -1.752  0.178
C  1.968  0.013  -2.663  -0.500
C  2.348  -1.084  -3.429  -1.035
C  1.709  -2.307  -3.277  -0.560
C  0.685  -2.463  -2.354  -0.673
C  0.319  -1.379  -1.576  0.459
N  -0.720  -1.334  -0.613  2.059
N  -1.662  -2.159  -0.846  -1.044
C  -2.857  -2.006  -0.241  0.550
C  -3.253  -0.753  0.275  0.400
O  -2.417  0.226  0.460  0.284
C  -4.637  -0.525  0.525  -1.158
C  -5.538  -1.527  0.375  -0.905
C  -5.162  -2.833  -0.065  0.659
C  -6.110  -3.866  -0.180  -0.848
C  -5.730  -5.111  -0.611  -0.646
C  -4.388  -5.355  -0.936  -0.674
C  -3.444  -4.361  -0.825  -0.727
C  -3.817  -3.080  -0.394  0.632
H  -0.024  1.834  -2.733  0.590
H  1.081  2.733  -1.654  0.310
H  -0.655  2.596  -1.255  0.329
H  2.456  0.971  -2.785  0.474
H  3.145  -0.977  -4.151  0.443
H  2.009  -3.148  -3.887  0.448
H  0.172  -3.406  -2.232  0.546
H  -4.931  0.461  0.857  0.596
H  -6.583  -1.344  0.592  0.416
H  -7.142  -3.663  0.076  0.426
H  -6.459  -5.905  -0.697  0.399
H  -4.091  -6.339  -1.271  0.427
H  -2.409  -4.561  -1.065  0.420
C  3.223  -2.208  2.602  -1.626
As  2.506  -1.930  0.803  1.542
C  4.206  -1.563  -0.107  -1.494
C  2.291  -3.829  0.225  -1.297
C  3.063  -4.819  1.036  0.058
C  4.392  -5.108  0.732  -0.171
C  5.127  -5.981  1.519  -0.799
C  4.543  -6.584  2.625  -0.445
C  3.217  -6.312  2.930  -0.817
C  2.485  -5.438  2.142  -0.003
H  4.146  -2.784  2.558  0.630
H  2.502  -2.754  3.208  0.339
H  3.406  -1.237  3.064  0.417
H  5.016  -2.152  0.324  0.474
H  4.451  -0.505  -0.016  0.349
H  4.104  -1.804  -1.165  0.330
H  2.606  -3.848  -0.818  0.618
H  1.221  -4.050  0.252  0.359
H  4.852  -4.650  -0.136  0.413
H  6.157  -6.197  1.266  0.400
H  5.115  -7.268  3.238  0.400
H  2.751  -6.787  3.784  0.407
H  1.448  -5.232  2.386  0.410
S  -0.984  6.214  3.272  -0.221
C  -0.822  4.682  2.453  1.136
C  0.319  4.266  1.773  -1.116
C  0.306  3.040  1.148  -0.338
N  -0.747  2.210  1.142  0.709
C  -1.845  2.618  1.805  -0.760
C  -1.925  3.825  2.456  -1.115
C  0.713  6.731  3.373  -0.028
C  1.221  7.657  2.476  -0.121
C  2.555  8.025  2.601  -0.368
N  3.366  7.537  3.534  -0.598
C  2.859  6.661  4.396  -0.499
C  1.542  6.226  4.364  0.220
H  1.216  4.866  1.744  0.371
H  1.189  2.700  0.628  0.551
H  -2.671  1.926  1.822  0.493
H  -2.833  4.085  2.982  0.513
H  0.598  8.083  1.702  0.425
H  2.989  8.743  1.914  0.379
H  3.536  6.289  5.157  0.412
H  1.174  5.512  5.086  0.428
C  0.779  3.003  6.216  -2.080
C  1.168  2.350  4.917  -0.002
C  2.381  2.650  4.302  -0.346
C  2.736  2.041  3.107  0.244
C  4.025  2.380  2.409  -1.621
C  1.868  1.109  2.548  -0.151
C  0.646  0.776  3.136  0.637
C  0.310  1.432  4.325  -0.312
N  -0.211  -0.149  2.495  1.364
C  -0.815  -1.219  3.343  1.841
C  0.040  -1.537  4.580  -1.553
C  -0.887  -2.497  2.511  -1.816
C  -2.238  -0.855  3.789  -1.439
H  1.529  3.725  6.539  0.445
H  0.675  2.261  7.009  0.437
H  -0.181  3.518  6.128  0.392
H  3.057  3.362  4.763  0.405
H  4.674  2.984  3.040  0.410
H  3.837  2.949  1.493  0.276
H  4.570  1.479  2.124  0.256
H  2.154  0.615  1.623  -0.185
H  -0.642  1.235  4.799  0.455
H  1.104  -1.453  4.359  0.197
H  -0.162  -2.559  4.903  0.468
H  -0.178  -0.881  5.420  0.394
H  0.109  -2.806  2.187  -0.296
H  -1.328  -3.306  3.095  0.809
H  -1.519  -2.367  1.634  0.220
H  -2.262  0.100  4.313  0.185
H  -2.630  -1.618  4.465  0.499
H  -2.915  -0.789  2.935  0.034

***

The following is a quantum chemistry calculation of 8 unconnected molecules or ions with the total composition C48H52Cl4N4O4 at a distorted geometry, from the Open Molecules 2025 dataset.

Its SMILES is O=C1c2ccccc2C(=O)c2ccccc21.O=C1c2ccccc2C(=O)c2ccccc21.CCCC#N.CCCC#N.CCCC#N.CCCC#N.ClCCCl.ClCCCl. The energy comes out at -114860.1127 eV. Its gap between HOMO and LUMO is 8.282 eV. For the energy above the lowest of the compared OMol25 structures with the same formula, charge and spin, the calculation gives 0.000 eV.

Last column: Mulliken charge in e.
Atoms and positions in Å:
Cl  -1.328  -3.226  -1.809  -0.094
C  -1.767  -4.862  -2.318  -0.652
C  -3.277  -5.000  -2.451  0.038
Cl  -3.663  -6.505  -3.325  -0.213
H  -1.338  -5.544  -1.586  0.322
H  -1.243  -5.051  -3.251  0.349
H  -3.636  -4.160  -3.041  0.275
H  -3.800  -5.099  -1.506  -0.020
Cl  -4.056  -1.083  6.222  -0.191
C  -3.135  -1.524  4.771  0.037
C  -1.725  -1.953  5.122  -0.373
Cl  -0.751  -0.559  5.684  -0.171
H  -3.172  -0.741  4.018  -0.020
H  -3.668  -2.365  4.325  0.130
H  -1.302  -2.309  4.179  0.153
H  -1.669  -2.782  5.819  0.446
C  3.126  0.641  -4.524  -0.975
C  3.571  -0.709  -3.966  -0.680
C  2.659  -1.044  -2.755  1.380
C  2.727  -2.466  -2.419  -0.012
N  2.816  -3.565  -2.098  -0.563
H  3.143  1.367  -3.708  0.084
H  2.130  0.660  -4.970  0.373
H  3.745  1.058  -5.323  0.363
H  4.625  -0.692  -3.685  0.298
H  3.549  -1.519  -4.697  0.445
H  1.630  -0.753  -2.961  0.019
H  2.975  -0.450  -1.895  -0.707
C  -0.323  3.360  5.915  -1.108
C  0.525  3.555  4.684  -0.437
C  1.385  2.327  4.345  0.296
C  2.342  2.698  3.302  0.009
N  3.117  2.995  2.510  -0.438
H  0.130  3.549  6.892  0.361
H  -0.703  2.346  6.044  0.172
H  -1.136  4.084  5.820  0.324
H  1.223  4.368  4.901  0.387
H  -0.071  3.885  3.833  0.366
H  0.867  1.401  4.092  -0.238
H  1.961  2.102  5.247  0.349
C  -1.561  0.419  1.762  -1.196
C  -0.948  1.169  0.574  0.563
C  -1.393  0.534  -0.752  1.089
C  -0.614  0.986  -1.908  -0.190
N  -0.022  1.396  -2.804  -0.505
H  -1.398  -0.647  1.609  0.282
H  -2.637  0.609  1.824  0.324
H  -1.210  0.829  2.710  0.337
H  0.119  1.320  0.735  -0.669
H  -1.354  2.186  0.542  0.423
H  -2.445  0.656  -1.000  -0.073
H  -1.190  -0.540  -0.692  -0.316
C  1.932  -1.728  1.121  -0.923
C  2.462  -0.734  2.140  0.897
C  3.982  -0.747  2.221  -0.184
C  4.537  -1.895  2.942  0.104
N  4.959  -2.834  3.452  -0.517
H  2.027  -1.401  0.089  -0.153
H  0.874  -1.994  1.234  0.197
H  2.400  -2.700  1.303  0.517
H  2.104  -0.837  3.167  0.459
H  2.201  0.262  1.769  -0.781
H  4.258  0.179  2.734  0.427
H  4.442  -0.714  1.233  -0.108
C  -5.643  1.886  -1.169  -0.834
C  -6.647  1.673  -2.112  -0.484
C  -7.133  0.391  -2.355  -0.744
C  -6.728  -0.691  -1.587  0.112
C  -5.734  -0.490  -0.627  0.452
C  -5.174  0.779  -0.460  -0.234
C  -5.331  -1.541  0.364  0.425
O  -4.617  -1.309  1.305  -0.574
C  -5.879  -2.920  0.097  0.536
C  -5.497  -3.960  0.932  -0.494
C  -6.091  -5.207  0.811  -0.578
C  -7.040  -5.422  -0.171  -0.564
C  -7.468  -4.365  -0.948  -0.563
C  -6.883  -3.112  -0.872  0.142
C  -7.298  -2.042  -1.810  0.587
O  -8.044  -2.252  -2.733  -0.629
H  -5.307  2.865  -0.858  0.468
H  -7.088  2.506  -2.643  0.390
H  -7.940  0.319  -3.071  0.462
H  -4.474  0.962  0.345  0.434
H  -4.837  -3.808  1.775  0.367
H  -5.768  -6.004  1.468  0.410
H  -7.454  -6.408  -0.333  0.428
H  -8.238  -4.539  -1.691  0.458
C  1.693  4.284  -1.422  -0.716
C  2.216  5.274  -2.236  -0.583
C  3.448  5.090  -2.856  -0.800
C  4.272  4.059  -2.446  0.762
C  3.773  3.072  -1.573  0.168
C  2.491  3.210  -1.061  -0.277
C  4.614  1.942  -1.054  0.227
O  4.175  1.138  -0.270  -0.226
C  6.036  1.893  -1.512  0.377
C  6.840  0.882  -1.013  -0.504
C  8.148  0.782  -1.497  -0.832
C  8.671  1.811  -2.262  -0.383
C  7.907  2.894  -2.688  -0.786
C  6.558  2.891  -2.333  0.375
C  5.699  3.993  -2.864  0.500
O  6.193  4.873  -3.531  -0.692
H  0.725  4.360  -0.944  0.415
H  1.578  6.129  -2.428  0.378
H  3.834  5.856  -3.514  0.480
H  2.124  2.491  -0.340  0.441
H  6.452  0.153  -0.317  0.333
H  8.761  0.005  -1.059  0.411
H  9.699  1.743  -2.601  0.384
H  8.398  3.653  -3.275  0.486